Entry 1:
C12H23BBr6F3N4O2S | ωB97M-V/def2-TZVPD

Structure (XYZ):
```
52
Properties=species:S:1:pos:R:3
Br 3.0769 0.6516 -0.9375
Br 1.3309 2.8058 4.9456
Br 4.5911 -0.3095 5.6820
Br -0.8803 2.2129 2.0294
Br 4.5303 0.8592 2.2066
Br 1.3318 0.3391 -4.1276
S -0.6789 -0.5317 -0.2397
F -4.3984 -1.5189 2.5526
F -5.7984 -2.9473 1.7224
F -6.3725 -0.8810 1.9806
O -2.8726 -0.9769 -4.2684
O -2.2818 1.3224 -3.9166
N -4.7567 -1.3143 -1.8705
N -5.4965 -1.7882 -0.8204
N -3.7890 -0.6915 0.0222
N -2.7546 -0.0066 -1.9880
C -0.2887 -1.8337 -1.4482
C -5.3570 -1.6881 1.6837
C -3.7113 -0.6386 -1.3201
C 4.9258 1.8485 3.8422
C 1.1540 1.2350 3.8129
C 2.9131 1.3989 -3.6917
C 0.9334 1.5914 2.3719
C -4.8683 -1.3834 0.2848
C -1.6815 0.6333 -1.1745
C 3.8121 0.6639 -2.7369
C 0.6890 -2.7564 -0.7485
C 5.7135 1.0236 4.8206
B -2.6463 0.1184 -3.4542
H 0.6561 -3.7458 -1.1800
H 3.4121 1.5822 -4.6392
H -1.0837 1.2134 -1.8551
H 1.6865 -2.3441 -0.8110
H 2.5514 2.3340 -3.2794
H 2.0911 0.6919 3.9123
H 6.0966 1.6536 5.6189
H 0.4486 -2.8256 0.3056
H 1.0592 0.7131 1.7420
H 0.3463 0.6427 4.2283
H 6.5316 0.4894 4.3504
H 4.7719 1.1687 -2.6684
H -5.0270 -1.4701 -2.8238
H -1.7453 1.2761 -4.7167
H 0.1662 -1.3949 -2.3289
H -6.3450 -2.3221 -0.9154
H 1.5973 2.3787 2.0329
H -2.1330 1.2835 -0.4416
H -1.2079 -2.3458 -1.6988
H 3.9632 -0.3711 -3.0230
H 5.4906 2.7190 3.5193
H -3.6696 -0.9256 -4.8012
H 3.9734 2.1608 4.2580
```

Values from the calculation:
2S+1 ... 1
Gap between HOMO and LUMO ... 7.794 eV
Relative energy (zero: lowest compared OMol25 entry of this formula, charge and spin) ... 0.000 eV
LUMO ... -3.5 eV
DFT total energy ... -17007.188934 a.u.
F_max ... 1.061 eV/Å
Total charge ... +1

=====

Entry 2:
C12H23Cl10N | ωB97M-V/def2-TZVPD

Structure (XYZ):
```
46
Properties=species:S:1:pos:R:3
Cl -2.5683 -2.9085 3.2215
Cl 0.1906 3.8212 -3.6264
Cl -3.1999 -0.5904 -1.7633
Cl -2.8212 2.7685 3.6619
Cl 3.8457 -5.7896 -2.7949
Cl 3.3973 -2.1216 -0.5507
Cl 0.0770 4.0220 -0.2380
Cl 0.4033 -4.5188 0.4477
Cl -0.0392 -0.5016 4.7225
Cl -3.8812 2.3235 -3.0634
N 0.0155 0.0731 0.2861
C -0.9354 -3.4675 1.0546
C 1.4377 4.3808 -2.4613
C -1.4709 0.3629 3.9607
C -1.0541 -3.5165 2.5942
C -2.6608 2.1460 -1.7592
C 1.3734 0.4424 -1.9768
C 3.2524 -4.1594 -2.4067
C -1.7431 1.7376 4.6958
C 0.5886 0.2366 -0.7408
C 1.0110 5.1279 -1.1828
C 3.8623 -3.7996 -1.1010
C -3.1068 0.9412 -0.8224
H -0.8177 2.2677 4.9212
H -2.2784 -0.3687 3.9330
H 3.5974 -4.3888 -0.2230
H 2.1016 5.0321 -3.0298
H -0.8306 -2.4349 0.7217
H -1.7920 -3.9083 0.5446
H 3.6414 -3.5068 -3.1882
H 2.0252 3.5115 -2.1660
H -0.2913 -2.8236 2.9495
H -1.1356 0.5296 2.9370
H -2.1598 1.5082 5.6765
H 1.7830 5.5862 -0.5647
H 2.2982 -0.1340 -1.9496
H 2.1633 -4.1989 -2.4298
H 1.4759 1.5108 -2.1665
H 4.9433 -3.9087 -1.1884
H 0.7197 0.1321 -2.7919
H -0.9542 -4.5101 3.0313
H -2.4320 0.9111 0.0330
H -2.6245 3.0930 -1.2206
H 0.3526 5.9645 -1.4171
H -1.6311 2.0580 -2.1056
H -4.1285 1.0678 -0.4642
```

Values from the calculation:
2S+1 ... 2
Gap between HOMO and LUMO (spin up / spin down) ... 9.730 / 2.235 eV
⟨S²⟩ ... 0.755
LUMO (spin up / spin down) ... -3.0 / -10.5 eV
DFT total energy ... -5127.306490 a.u.
F_max ... 4.225 eV/Å
Total charge ... +1

=====

Entry 3:
C12H23F3NO5P2STb | ωB97M-V/def2-TZVPD

Structure (XYZ):
```
48
Properties=species:S:1:pos:R:3
Tb -0.6415 -0.7721 -0.1212
S -1.4524 -2.8227 1.7719
P 1.8029 -1.0197 -1.3651
P -2.1196 0.7352 1.6646
F -1.5052 -5.2736 0.8386
F 0.2475 -4.0523 0.2968
F 0.1417 -5.0394 2.2566
O -1.8366 1.0647 -3.0363
O -0.3669 -1.7991 1.9890
O -1.9490 -2.5171 0.3753
O -2.4262 -3.0051 2.7948
O -0.7738 -1.4197 -3.9844
N 0.6400 1.3215 0.3113
C -3.9179 0.9996 1.7243
C 2.1909 -0.4088 -3.0368
C 2.0034 3.7539 0.7392
C 0.6412 3.6399 0.9711
C 2.7681 0.2985 -0.5004
C 3.1088 -2.2924 -1.2543
C -1.4947 2.3607 1.0901
C -0.5845 -4.4127 1.3321
C 2.6812 2.6314 0.2929
C 1.9696 1.4574 0.0337
C -1.7072 0.7970 3.4374
C -0.0074 2.4190 0.7905
H 2.5276 4.6970 0.9097
H 2.7172 -3.2106 -1.6914
H -0.6486 1.0682 3.5156
H 3.5202 0.7133 -1.1947
H 3.3435 -2.4440 -0.1995
H -1.8496 -0.2067 3.8607
H 3.9955 -1.9738 -1.8066
H -0.6467 -1.6352 -4.9280
H -1.7417 0.4451 -3.7972
H 1.6281 -0.9873 -3.7726
H -1.2330 -2.2052 -3.5998
H -4.3574 0.0159 1.9116
H 0.0483 4.4885 1.3030
H -2.3552 1.5302 3.9448
H -4.2180 1.7059 2.5065
H -4.2002 1.3497 0.7300
H -2.0688 2.5222 0.1550
H -1.7240 3.0907 1.8813
H -2.3607 1.8224 -3.3792
H 3.2878 -0.2063 0.3306
H 3.7670 2.6343 0.1596
H 1.8844 0.6397 -3.0631
H 3.2717 -0.4979 -3.1879
```

Values from the calculation:
2S+1 ... 7
Gap between HOMO and LUMO (spin up / spin down) ... 8.683 / 9.110 eV
⟨S²⟩ ... 12.693
Relative energy (zero: lowest compared OMol25 entry of this formula, charge and spin) ... 0.000 eV
LUMO (spin up / spin down) ... -7.1 / -6.6 eV
DFT total energy ... -3106.523342 a.u.
F_max ... 3.090 eV/Å
Total charge ... +2

=====

Entry 4:
C12H23MnNO3P2 | ωB97M-V/def2-TZVPD

Structure (XYZ):
```
42
Properties=species:S:1:pos:R:3
Mn 0.3450 -0.4212 0.1162
P 0.8456 -1.3400 2.4617
P -0.9730 1.2891 2.2829
O -0.4328 0.6323 -1.5537
O 1.5976 -2.6007 -3.2587
O 1.2626 -1.6134 -1.2687
N 0.2483 -0.8127 -3.2455
C -0.6076 -1.3123 3.5746
C -1.5321 2.3822 -3.5218
C 1.9709 -2.6241 3.0608
C -2.2758 1.3100 0.9911
C -1.1920 2.8666 3.1158
C 0.3503 -1.1507 -4.6783
C -0.4332 0.3378 -2.7764
C 1.6152 0.3113 2.9433
C 1.0487 -1.6742 -2.4962
C 1.2165 -2.3639 -4.6594
C -1.1296 1.1201 -3.7750
C 0.8861 1.3064 2.0048
H -0.3264 3.5380 3.0116
H -0.3355 -1.6530 4.5849
H 1.5902 -3.5842 2.6988
H 2.0177 -2.6486 4.1537
H -2.0190 2.9522 -4.3108
H -1.3613 -1.9659 3.1059
H -1.3659 2.8679 -2.5618
H -2.0600 3.3451 2.6595
H 1.5232 0.4843 4.0354
H 2.6929 0.2716 2.7213
H 0.7099 -3.2716 -4.9882
H -1.2963 0.6395 -4.7474
H -2.8717 0.3871 1.0763
H 0.8204 -0.3296 -5.2245
H 2.1484 -2.2267 -5.2087
H 1.1320 1.1090 0.9276
H 2.9704 -2.4681 2.6470
H 1.1715 2.3468 2.1501
H -2.9378 2.1402 1.2563
H -1.0431 -0.2702 3.6708
H -1.9244 1.4283 -0.0422
H -0.6298 -1.3761 -5.0981
H -1.4159 2.6414 4.1650
```

Values from the calculation:
2S+1 ... 6
Gap between HOMO and LUMO (spin up / spin down) ... 6.118 / 5.883 eV
⟨S²⟩ ... 8.756
LUMO (spin up / spin down) ... -7.3 / -7.5 eV
DFT total energy ... -2584.644360 a.u.
F_max ... 2.101 eV/Å
Total charge ... +2